No. 1
The following is a DFT calculation (ωB97M-V/def2-TZVPD) of a cluster of 9 separate species, C5H27N2O9 in total.

```
43
Properties=species:S:1:pos:R:3:forces:R:3
O -0.5381 3.0006 0.8164 1.8 0.9 2.9
C -1.6905 2.9382 0.5583 -1.2 -0.8 -3.5
C -1.8988 2.5558 -0.9007 -1.3 1.2 -1.3
C -0.5487 2.3731 -1.6762 0.6 3.1 -1.8
C -0.1312 0.9170 -1.7809 -1.9 1.0 4.2
C 0.3919 0.4190 -2.9623 3.1 -1.1 -1.8
N 1.1863 -0.9142 -3.1068 -4.2 1.7 -1.1
N -0.4994 0.2118 -0.6507 3.9 -5.8 -11.6
H -2.6376 3.0997 1.0870 0.5 0.3 0.9
H -2.4556 1.6300 -0.9987 -0.4 -0.2 0.2
H -2.6395 3.3388 -1.3524 1.6 -1.2 0.4
H -0.6484 2.8032 -2.7263 -0.3 -1.0 0.9
H 0.2728 3.1997 -1.3706 -1.4 -2.5 0.1
H 0.6742 1.0367 -3.8556 -0.9 -0.3 1.2
H 0.6096 -1.5290 -3.6921 -0.1 0.0 -0.3
H 2.0573 -0.8851 -3.5787 1.6 0.6 -0.2
H 1.2262 -1.3906 -2.2607 1.0 -1.2 2.6
H -0.8447 0.5811 0.0887 -3.0 3.5 6.6
H -0.6308 -0.8872 -0.8632 0.7 2.2 1.8
H -2.7112 -2.6310 -1.7768 0.2 0.2 -0.2
H -3.7305 -2.4056 -0.7587 -0.6 0.2 0.5
O -2.9332 -1.9925 -1.0874 0.5 -0.3 -0.4
H 3.5666 -2.1086 -0.6080 -2.6 -1.0 -1.4
H 1.9570 -2.4583 -0.8636 0.0 0.0 1.5
O 2.8383 -2.4998 -1.2266 2.7 1.1 0.0
H 0.2362 -1.7737 2.8212 -0.3 0.3 -0.1
H -0.8744 -2.8588 2.8077 0.2 1.1 -0.8
O -0.5807 -2.0539 2.2973 -0.1 -1.6 0.3
H 0.9998 -0.0062 3.7477 0.5 -2.4 0.2
H 2.1327 -1.0199 3.6559 2.1 -0.3 -0.3
O 1.2182 -1.0137 3.8251 -2.2 2.5 0.2
H 3.8114 0.6350 0.5224 0.7 0.0 -0.2
H 2.5752 0.9572 1.3091 0.2 -1.1 -0.5
O 2.9658 0.2467 0.7294 -1.0 1.1 0.8
H -1.7921 -0.0977 2.2652 -1.0 -2.6 0.8
H -1.0975 1.0939 2.7359 1.2 1.8 3.8
O -1.4364 0.7075 2.0024 -1.7 0.1 -4.6
H -0.2076 -3.2472 -0.5090 1.4 1.7 -0.4
H -0.1496 -2.3655 0.7077 1.6 0.9 -1.7
O 0.2780 -2.3611 -0.3330 -3.5 -2.6 2.3
H 0.3224 1.0919 1.9076 -3.0 -3.2 -4.7
H 0.5196 2.2724 2.5064 0.2 2.2 0.6
O 0.8369 1.3905 2.5474 4.4 1.6 4.3
```
Positions in Å, forces in eV/Å.

Net charge ... +2
HOMO level (spin up / spin down) ... -16.46 / -16.44 eV
Multiplicity ... 2
Kohn-Sham gap (spin up / spin down) ... 9.36 / 5.67 eV
LUMO energy (spin up / spin down) ... -7.10 / -10.77 eV
Total energy ... -992.62046 hartree

---

No. 2
The following is a DFT calculation (ωB97M-V/def2-TZVPD) of a structure of composition C25H32N5O5ReSSi.

```
70
Properties=species:S:1:pos:R:3:forces:R:3
Re -0.7102 -0.7831 0.0307 0.4 -0.3 0.5
O -0.0030 -0.1158 -1.8147 0.1 -0.1 -0.2
C -0.3155 1.2423 -2.2415 -0.1 0.1 0.0
C -1.3783 1.7287 -1.2322 0.1 -0.1 0.0
O -1.8614 2.8147 -1.2419 -0.1 0.0 0.0
O -1.7115 0.7953 -0.3167 -0.2 0.2 -0.1
C -0.9151 1.2456 -3.6476 0.1 -0.1 0.0
C -1.1019 0.0888 -4.3971 0.0 0.1 0.0
C -1.6288 0.1581 -5.6814 0.0 0.0 0.0
C -1.9791 1.3812 -6.2229 0.0 0.0 0.0
C -1.7968 2.5376 -5.4771 0.0 0.0 0.0
C -1.2652 2.4738 -4.2018 0.0 0.0 0.0
C 0.9772 2.0510 -2.1546 0.0 0.0 0.0
C 0.9754 3.4079 -1.8501 0.0 0.0 0.0
C 2.1708 4.1131 -1.8177 0.0 0.0 0.0
C 3.3712 3.4750 -2.0877 0.0 0.0 0.0
C 3.3729 2.1228 -2.3979 0.0 0.0 0.0
C 2.1828 1.4146 -2.4335 0.0 0.0 0.0
H -0.1620 -0.7787 -2.5104 -0.1 0.0 0.0
H -0.8613 -0.9054 -4.0347 0.0 0.0 0.0
H -1.7625 -0.7516 -6.2506 0.0 0.0 0.0
H -2.3904 1.4354 -7.2214 0.0 0.0 0.0
H -2.0679 3.4990 -5.8915 0.0 0.0 0.0
H -1.1285 3.3817 -3.6320 0.0 0.0 0.0
H 0.0488 3.9180 -1.6316 0.0 0.0 0.0
H 2.1574 5.1691 -1.5827 0.0 0.0 0.0
H 4.3001 4.0285 -2.0644 0.0 0.0 0.0
H 4.3019 1.6154 -2.6200 0.0 0.0 0.0
H 2.2061 0.3623 -2.6827 0.0 0.0 0.0
C 1.3632 -3.5553 2.8442 0.1 0.0 0.0
Si -0.3382 -3.5756 2.1197 0.0 0.0 0.0
C -0.6344 -4.9465 0.9175 0.0 0.0 0.0
C -1.6688 -3.4361 3.4031 0.0 0.1 0.0
O -0.4522 -2.1275 1.2018 0.0 -0.2 0.3
H 1.5389 -4.4506 3.4435 0.0 0.0 0.0
H 1.5074 -2.6879 3.4918 0.0 0.0 0.0
H 2.1244 -3.5232 2.0631 0.0 0.0 0.0
H -0.5334 -5.9170 1.4070 0.0 0.0 0.0
H 0.0863 -4.9134 0.0981 0.0 0.0 0.0
H -1.6419 -4.8895 0.5010 0.0 0.0 0.0
H -1.7098 -4.3417 4.0115 0.0 0.0 0.0
H -2.6489 -3.3058 2.9406 0.0 0.0 0.0
H -1.4944 -2.6018 4.0877 0.0 0.0 0.0
O -1.9962 -1.9431 -0.9558 0.0 0.0 -0.1
N -1.3334 -2.5670 -1.9454 -0.3 0.2 -0.2
C -1.9887 -3.5358 -2.4745 0.1 -0.1 0.1
C -3.2770 -3.9576 -1.9923 0.0 0.1 -0.1
N -4.3040 -4.2941 -1.6082 0.0 0.0 0.0
C -1.3744 -4.2295 -3.5723 0.0 0.0 0.0
N -0.8764 -4.7677 -4.4544 0.0 0.0 0.0
C -0.1819 0.1597 5.7529 0.0 0.0 0.0
C -1.0815 0.5967 4.6040 0.0 0.0 0.0
N -0.5168 0.2945 3.2903 0.0 0.0 0.0
C 0.4018 1.0133 2.6574 0.0 0.1 -0.1
S 0.9997 0.5231 1.0925 0.0 0.0 0.0
N 0.8909 2.1099 3.2129 0.0 0.0 0.0
C 1.8688 3.0165 2.5965 0.0 0.0 0.0
C 3.3023 2.5828 2.8484 0.0 0.0 0.0
H -0.6274 0.4452 6.7048 0.0 0.0 0.0
H 0.8085 0.6129 5.6921 0.0 0.0 0.0
H -0.0521 -0.9224 5.7495 0.0 0.0 0.0
H -1.3085 1.6644 4.6497 0.0 0.0 0.0
H -2.0411 0.0846 4.6542 0.0 0.0 0.0
H -0.7791 -0.5726 2.8468 0.0 0.0 0.0
H 0.6124 2.3229 4.1586 0.0 0.0 0.0
H 1.6777 4.0026 3.0180 0.0 0.0 0.0
H 1.6531 3.0674 1.5301 0.0 0.0 0.0
H 3.5207 2.5443 3.9158 0.0 0.0 0.0
H 3.9868 3.2947 2.3887 0.0 0.0 0.0
H 3.4925 1.6008 2.4166 0.0 0.0 0.0
```
Positions in Å, forces in eV/Å.

Net charge ... +1
HOMO level (spin up / spin down) ... -11.72 / -11.74 eV
Multiplicity ... 2
Kohn-Sham gap (spin up / spin down) ... 7.25 / 7.42 eV
LUMO energy (spin up / spin down) ... -4.47 / -4.32 eV
Total energy ... -2387.60796 hartree

---

Results for energy above the lowest of the compared OMol25 structures with the same formula, charge and spin: 289.7 73.1 (in kJ/mol, following the order of the records).
Results for F_max: 13.56 0.65 (in eV/A, following the order of the records).